Run 1
The following is a quantum chemistry calculation of a 4-piece molecular cluster, C4H13NO3 overall, from the Open Molecules 2025 dataset.

Each line ends with the Löwdin charge.
Cartesian coordinates (Å):
C (-0.151, 1.505, -1.073)  -0.032
N (0.902, 0.463, -0.571)  0.037
C (0.608, 2.828, 3.472)  -0.084
C (0.263, -0.818, -0.286)  0.051
C (0.157, -1.852, -1.266)  -0.197
O (-0.202, -3.032, -1.114)  0.050
H (-1.114, 1.144, -0.615)  0.090
H (0.231, 2.508, -0.705)  0.074
H (-0.338, 1.547, -2.154)  0.078
H (1.362, 0.878, 0.416)  0.180
H (0.076, 3.672, 3.902)  0.000
H (1.327, 2.237, 4.143)  0.035
H (1.071, 3.149, 2.517)  -0.043
H (0.285, -1.149, 0.681)  0.104
H (0.509, -1.550, -2.240)  0.129
H (-0.098, 2.018, 3.050)  0.025
H (2.039, 3.759, 0.472)  -0.062
O (1.577, 2.950, 0.705)  -0.371
H (-3.201, -3.914, -0.587)  0.092
H (-1.956, -3.075, -0.887)  -0.093
O (-2.847, -2.973, -0.726)  -0.061

2S+1: 1
Total charge: 0
LUMO energy: -4.16 eV
Kohn-Sham gap: 3.978 eV

Run 2
The following is a quantum chemistry calculation of a 4-piece molecular cluster, C4H13NO3 overall, from the Open Molecules 2025 dataset.

Each line ends with the Löwdin charge.
Cartesian coordinates (Å):
C (1.307, -0.232, 1.057)  -0.314
N (0.989, 0.057, -0.182)  0.198
C (-0.421, 0.114, -0.369)  -0.248
C (-1.046, -1.251, -0.505)  -0.056
C (3.849, 0.706, -1.036)  -0.015
O (2.443, -0.242, 1.558)  0.130
H (0.450, -0.480, 1.709)  0.151
H (-0.814, 0.616, -1.250)  0.123
H (-0.912, 0.620, 0.485)  0.127
H (-0.721, -1.843, -1.336)  0.089
H (-0.976, -1.795, 0.444)  0.093
H (-2.115, -1.236, -0.598)  0.063
H (4.374, 1.149, -0.299)  -0.015
H (4.345, -0.166, -1.377)  0.021
H (3.938, 1.371, -1.855)  0.020
H (2.898, 0.373, -0.662)  -0.032
H (-3.655, -0.511, 1.773)  -0.043
O (-3.136, -0.319, 1.019)  -0.197
H (-2.881, 0.662, -0.278)  -0.039
H (-3.022, 0.438, -1.834)  0.035
O (-3.052, 1.109, -1.143)  -0.089

2S+1: 1
Total charge: 0
LUMO energy: -5.73 eV
Kohn-Sham gap: 3.569 eV

Result of the stability comparison: run 2 is the least stable of them.